one) Formula: C5H14
Source: the Open Molecules 2025 dataset
Level of theory: the ωB97M-V functional and the def2-TZVPD basis

- frontier orbital gap (eV) = 11.942
- highest occupied orbital energy (eV) = -10.78
- M (g/mol) = 74.167

Each line ends with the Löwdin charge.
Geometry (Å):
C (-1.2128, 0.0193, -2.5473)  -0.207
C (-1.1941, -1.3274, -1.7913)  -0.206
H (-1.1206, 0.9481, -1.8877)  0.058
H (-0.3787, 0.0760, -3.3284)  0.072
H (-2.2619, 0.2748, -3.0276)  0.087
H (-0.8686, -2.1555, -2.5208)  0.083
H (-2.1594, -1.7640, -1.4893)  0.039
H (-0.8324, -1.2784, -0.6345)  0.078
C (1.2693, 0.5483, 1.9109)  -0.294
C (1.3913, -0.3384, 0.5786)  -0.111
C (-0.1057, 1.1549, 2.0442)  -0.124
H (1.5492, -0.1327, 2.8071)  0.121
H (2.0434, 1.2666, 1.7769)  0.073
H (2.3566, -0.6774, 0.4380)  0.029
H (1.3758, 0.4175, -0.2248)  0.078
H (-0.6148, 0.8851, 1.0820)  0.080
H (-0.5483, 0.7769, 2.9554)  0.064
H (0.6673, -1.1326, 0.5467)  0.038
H (-0.0961, 2.1551, 2.3358)  0.041

---

two) Formula: C5H14
Source: the Open Molecules 2025 dataset
Level of theory: the ωB97M-V functional and the def2-TZVPD basis

- frontier orbital gap (eV) = 12.157
- highest occupied orbital energy (eV) = -10.99
- M (g/mol) = 74.167

Each line ends with the Löwdin charge.
Geometry (Å):
C (-0.4686, 0.1523, -1.1576)  -0.318
C (0.6087, -0.9495, -1.0493)  -0.109
C (-1.0615, 0.2367, -2.5584)  -0.131
H (-1.2259, 0.0242, -0.3791)  0.093
H (-0.1278, 1.1719, -0.9296)  0.085
H (0.6672, -1.5407, -0.1438)  0.044
H (-0.5182, -0.3839, -3.2878)  0.065
H (-2.1359, 0.0768, -2.5102)  0.069
H (-0.8311, 1.1315, -3.1575)  0.068
H (0.3399, -1.6391, -1.8598)  0.059
H (1.6067, -0.6181, -1.3457)  0.074
C (0.4748, -0.4406, 2.4853)  -0.168
C (0.4482, 1.0593, 2.0730)  -0.148
H (0.5053, -0.4510, 3.5747)  0.056
H (-0.5024, -0.8701, 2.2465)  0.056
H (1.1735, -1.1635, 2.0742)  0.048
H (0.8267, 1.1993, 1.0682)  0.037
H (0.8512, 1.7771, 2.7814)  0.058
H (-0.6307, 1.2276, 2.0754)  0.061

---

three) Formula: C5H14
Source: the Open Molecules 2025 dataset
Level of theory: the ωB97M-V functional and the def2-TZVPD basis

- frontier orbital gap (eV) = 12.139
- highest occupied orbital energy (eV) = -10.96
- M (g/mol) = 74.167

Each line ends with the Löwdin charge.
Geometry (Å):
C (0.4578, -0.5323, -1.9826)  -0.327
C (-0.3503, -1.7296, -1.5274)  -0.124
C (1.2815, 0.1800, -0.9052)  -0.123
H (1.1496, -0.8570, -2.7782)  0.096
H (-0.0761, 0.1780, -2.6170)  0.095
H (-0.9534, -2.1024, -2.3599)  0.070
H (-0.9582, -1.5449, -0.6416)  0.063
H (1.3350, -0.3852, 0.0231)  0.056
H (2.3078, 0.3884, -1.2047)  0.068
H (0.3189, -2.5510, -1.2716)  0.070
H (0.8090, 1.1311, -0.6581)  0.060
C (-1.3655, 0.9981, 1.7807)  -0.161
C (0.0270, 1.0453, 2.4200)  -0.158
H (-1.9097, 1.9214, 1.9687)  0.058
H (-1.2912, 0.9827, 0.6823)  0.048
H (-1.9662, 0.1311, 2.0349)  0.058
H (0.2086, 2.0469, 2.7904)  0.059
H (0.8244, 0.7307, 1.7585)  0.027
H (0.0885, 0.3950, 3.2982)  0.064

---

three) is preferred energetically. Next in line: 53.9 kJ/mol higher.